Entry 1:
The following is a DFT calculation (wB97M-V/def2-TZVPD) of a gas-phase ion, C6H6N (charge +1).

```
13
Properties=species:S:1:pos:R:3:forces:R:3:mulliken_charge:R:1
C -0.076 1.034 -0.131 -0.5 -0.7 2.2 0.327
C 1.216 0.901 -0.234 -0.7 0.9 0.0 -0.235
C 1.715 -0.495 0.264 2.8 -1.4 -2.9 -0.351
C 0.648 -1.437 -0.004 -2.2 0.2 0.0 0.029
C -0.560 -1.508 -0.133 -1.8 1.6 0.1 -0.208
C -1.912 -0.533 -0.107 1.5 -5.1 -2.4 -0.411
N -1.225 0.707 0.325 -0.1 -0.9 -2.6 -0.099
H 1.791 1.740 -0.637 0.3 -0.7 -0.2 0.358
H 2.729 -0.841 -0.273 -2.2 1.3 0.7 0.340
H 2.003 -0.597 1.265 0.2 0.6 1.8 0.313
H -2.487 -0.684 -1.083 1.4 1.4 0.7 0.274
H -2.695 -1.012 0.527 1.0 1.3 0.7 0.362
H -1.648 0.911 1.187 0.3 1.6 1.8 0.299
```
Positions in Å, forces in eV/Å.

Its HOMO energy is -14.457 eV. The calculation puts the calculated total energy at -7795.630 eV. Its SMILES is C1=CCC#CC[NH+]=1. The net charge is +1. As for the molecular weight: 92.1 g/mol. As for the gap between HOMO and LUMO: 8.56 eV.

=====

Entry 2:
The following is a DFT calculation (wB97M-V/def2-TZVPD) of a molecular structure, C6H6N.

```
13
Properties=species:S:1:pos:R:3:forces:R:3:mulliken_charge:R:1
C 2.114 -1.363 -0.038 -0.7 0.2 0.2 0.392
C 0.912 -1.727 -0.114 -0.9 0.1 0.2 -0.397
C 1.845 0.785 0.023 -0.1 1.4 -0.2 -0.222
C 0.516 0.615 -0.137 -2.1 -1.3 -0.1 -0.612
C 2.765 -0.179 0.177 3.0 -1.7 -0.1 -0.545
C 0.018 -0.698 -0.163 -0.2 0.9 1.1 0.813
N -1.878 -0.791 0.172 3.8 0.0 -1.7 -0.529
H 2.195 1.761 0.085 0.5 1.8 0.1 0.392
H -0.031 1.517 -0.200 -1.1 0.5 0.0 0.331
H 3.827 0.148 0.349 -1.2 -1.1 -0.1 0.368
H -2.330 0.124 0.270 0.2 -0.6 0.5 0.317
H -2.009 -1.568 0.791 -0.4 0.2 1.2 0.335
H -2.025 -1.176 -0.731 -0.9 -0.1 -1.2 0.356
```
Positions in Å, forces in eV/Å.

Its HOMO energy is -14.757 eV. The calculation puts the calculated total energy at -7797.139 eV. The net charge is +1. As for the molecular weight: 92.1 g/mol. As for the gap between HOMO and LUMO: 9.97 eV.

=====

Entry 3:
The following is a DFT calculation (wB97M-V/def2-TZVPD) of a gas-phase ion, C6H6N (charge +1).

```
13
Properties=species:S:1:pos:R:3:forces:R:3:mulliken_charge:R:1
C 0.380 -0.132 -3.823 -3.7 2.6 2.1 -0.801
C 0.394 -0.181 -2.502 0.4 1.0 -0.7 0.306
C 0.461 -0.116 -1.246 -0.8 -0.4 -0.7 0.312
C 0.434 -0.352 0.049 0.4 0.9 1.3 -0.490
C -0.361 0.465 0.937 -2.3 0.6 -4.2 -0.011
N -0.617 0.364 2.148 0.2 -1.1 2.5 0.005
C -0.941 -0.044 3.307 -0.1 2.9 0.0 -0.156
H 0.884 -0.861 -4.279 2.1 -2.5 -2.3 0.318
H -0.420 0.482 -4.359 1.6 -0.7 0.7 0.250
H 1.053 -1.108 0.431 0.8 -1.0 0.7 0.378
H -1.076 1.101 0.249 1.4 -0.4 1.9 0.321
H -1.798 -0.726 3.365 0.6 -0.2 0.3 0.292
H -0.597 0.609 4.214 -0.4 -1.7 -1.6 0.275
```
Positions in Å, forces in eV/Å.

Its HOMO energy is -13.651 eV. The calculation puts the calculated total energy at -7797.558 eV. Its SMILES is C=C=C=CC=[N+]=C. The net charge is +1. As for the molecular weight: 92.1 g/mol. As for the gap between HOMO and LUMO: 8.24 eV.

=====

Entry 4:
The following is a DFT calculation (wB97M-V/def2-TZVPD) of a gas-phase ion, C6H6N (charge +1).

```
13
Properties=species:S:1:pos:R:3:forces:R:3:mulliken_charge:R:1
C -1.927 -0.566 -0.303 -0.8 -0.1 2.8 -0.898
N -0.509 -0.332 -0.250 1.2 0.2 -0.9 0.237
C 0.326 -1.062 -0.964 -0.9 -0.4 -0.2 -0.637
C 1.650 -0.467 -0.668 -0.9 1.8 1.5 0.469
C 2.702 0.278 -0.323 -1.9 1.9 1.0 -0.212
C 1.470 0.605 0.325 4.9 -1.8 -1.6 0.341
C 0.158 0.718 0.722 -2.6 -2.9 1.9 -0.484
H -2.183 -1.583 -0.354 0.4 -1.6 0.0 0.371
H -2.430 -0.217 0.603 0.5 0.1 0.2 0.332
H -2.528 -0.168 -1.040 -0.3 1.6 -2.3 0.369
H 3.637 0.838 -0.429 0.1 -1.0 -0.2 0.390
H -0.121 0.291 1.773 1.2 0.3 -1.4 0.320
H -0.243 1.665 0.910 -0.9 1.8 -0.8 0.402
```
Positions in Å, forces in eV/Å.

Its HOMO energy is -13.733 eV. The calculation puts the calculated total energy at -7794.997 eV. Its SMILES is C[N+]1=C=C2C=C2C1. The net charge is +1. As for the molecular weight: 92.1 g/mol. As for the gap between HOMO and LUMO: 8.02 eV.

=====

Entry 5:
The following is a DFT calculation (wB97M-V/def2-TZVPD) of a single C6H6N2 molecule.

```
14
Properties=species:S:1:pos:R:3:forces:R:3:mulliken_charge:R:1
C 1.259 1.516 -0.223 0.0 -1.9 0.1 -0.871
C 0.110 0.713 0.116 4.7 3.0 -2.8 0.576
C -1.187 1.409 0.163 0.4 0.0 2.9 -0.069
N -2.228 0.655 0.035 -0.9 3.5 0.5 -0.376
N -2.228 -0.686 -0.195 -1.1 -0.3 0.3 -0.490
C -1.128 -1.293 -0.036 -3.8 -3.4 -2.9 -0.170
C 0.073 -0.738 -0.055 7.7 -0.1 3.6 0.723
C 1.105 -1.722 0.220 -0.8 7.6 -0.7 -1.003
H 2.393 1.420 -0.596 -2.8 -1.4 1.0 0.198
H 1.193 2.571 -0.215 -1.0 1.1 0.4 0.296
H -1.165 2.577 0.745 -0.6 -3.5 -2.4 0.231
H -1.099 -2.362 -0.311 -0.8 0.2 0.7 0.309
H 0.758 -2.604 -0.047 -0.8 -4.5 -0.6 0.352
H 2.146 -1.456 0.400 -0.3 -0.3 0.0 0.293
```
Positions in Å, forces in eV/Å.

Its HOMO energy is -8.319 eV. The calculation puts the calculated total energy at -9293.372 eV. Its SMILES is C=c1cnncc1=C. As for the molecular weight: 106.1 g/mol. As for the gap between HOMO and LUMO: 7.05 eV.

=====

Entry 6:
The following is a DFT calculation (wB97M-V/def2-TZVPD) of a molecular structure, C6H6N2.

```
14
Properties=species:S:1:pos:R:3:forces:R:3:mulliken_charge:R:1
C 0.259 0.350 1.577 3.9 2.1 -0.7 -0.202
C 0.072 -1.134 1.523 1.0 0.4 -0.1 -0.584
C -0.107 -1.484 0.219 -1.5 -4.0 1.5 0.063
C -0.102 -0.027 -1.740 -6.7 -2.0 -6.7 -0.144
C -0.223 1.366 -1.812 1.9 0.3 1.2 -0.427
C 0.477 0.742 0.095 -1.2 -2.5 5.0 0.033
H 1.287 0.760 1.971 -2.1 -1.0 0.6 0.262
H -0.613 0.890 1.954 0.4 0.0 0.2 0.310
H 0.491 -1.640 2.396 -1.3 -0.8 -0.4 0.314
H -0.629 -2.482 -0.256 2.1 2.6 1.2 0.239
H -1.005 -0.884 -2.258 3.5 2.8 0.7 0.161
H -0.357 2.171 -2.591 -0.1 -1.7 0.8 0.326
N 0.207 -0.426 -0.549 0.8 1.6 -0.4 0.241
N 0.244 1.799 -0.529 -0.7 2.2 -2.9 -0.590
```
Positions in Å, forces in eV/Å.

Its HOMO energy is -8.563 eV. The calculation puts the calculated total energy at -9295.255 eV. As for the molecular weight: 106.1 g/mol. As for the gap between HOMO and LUMO: 9.29 eV.

=====

Entry 7:
The following is a DFT calculation (wB97M-V/def2-TZVPD) of a single C6H6N2 molecule.

```
14
Properties=species:S:1:pos:R:3:forces:R:3:mulliken_charge:R:1
C 1.203 1.483 -0.968 0.6 -0.8 0.5 -0.066
C -0.253 -1.274 -0.338 -0.5 3.2 -0.1 -0.123
C -1.586 0.773 -0.488 -0.2 2.7 0.9 -0.123
C 1.138 -0.851 -0.088 -0.3 1.3 0.9 0.498
C -1.742 1.722 0.511 0.4 -0.5 -2.6 -0.587
C 1.990 -1.468 0.695 0.0 -0.2 -0.5 -0.930
N 1.421 0.438 -0.460 -0.4 1.9 -1.5 -0.075
N -1.297 -0.558 -0.460 0.2 -1.7 -0.1 -0.469
H -1.856 1.154 -1.537 0.7 -0.8 1.5 0.248
H -0.294 -2.271 -0.531 -0.7 -3.1 -0.1 0.468
H -1.665 1.663 1.609 0.1 -0.3 -0.9 0.291
H -1.821 2.705 -0.020 -0.4 -0.7 1.3 0.223
H 2.941 -1.130 0.954 1.3 1.2 0.1 0.326
H 1.822 -2.386 1.123 -0.9 -2.2 0.6 0.319
```
Positions in Å, forces in eV/Å.

Its HOMO energy is -8.451 eV. The calculation puts the calculated total energy at -9295.110 eV. As for the molecular weight: 106.1 g/mol. As for the gap between HOMO and LUMO: 8.28 eV.

=====

Entry 8:
The following is a DFT calculation (wB97M-V/def2-TZVPD) of a single C6H6N2O molecule.

```
15
Properties=species:S:1:pos:R:3:forces:R:3:mulliken_charge:R:1
C -2.459 0.708 0.864 -1.9 -0.4 -3.5 -1.311
C -1.682 -0.183 -0.062 -1.4 0.1 -4.9 0.386
O -2.227 -0.831 -1.021 2.1 1.9 4.1 -0.534
C -0.168 -0.052 -0.038 0.4 -2.5 0.5 0.505
C 0.606 -1.163 0.315 2.3 1.5 0.3 -0.096
N 1.982 -1.065 0.372 -1.4 0.7 -0.2 -0.597
C 2.536 0.100 0.064 -2.7 -0.6 -0.8 -0.048
C 1.688 1.202 -0.381 0.9 -8.3 2.7 -0.431
N 0.426 1.097 -0.370 -3.4 0.1 -0.1 -0.522
H -2.390 1.755 0.842 1.7 1.6 -0.4 0.385
H -3.513 0.704 0.596 -0.3 -1.1 0.2 0.335
H -2.268 0.384 1.785 0.4 -1.2 4.1 0.429
H 0.376 -2.113 0.731 -1.4 -0.5 -0.2 0.458
H 3.577 -0.028 0.141 1.4 1.2 -0.2 0.451
H 2.057 2.045 -0.516 3.4 7.6 -1.7 0.591
```
Positions in Å, forces in eV/Å.

Its HOMO energy is -9.612 eV. The calculation puts the calculated total energy at -11344.447 eV. Its SMILES is CC(=O)c1cnccn1. As for the molecular weight: 122.1 g/mol. As for the gap between HOMO and LUMO: 9.80 eV.

=====

Entry 9:
The following is a DFT calculation (wB97M-V/def2-TZVPD) of a single C6H6N2O2 molecule.

```
16
Properties=species:S:1:pos:R:3:forces:R:3:mulliken_charge:R:1
H -1.121 -0.995 -2.271 0.7 4.3 0.0 0.366
N -0.729 0.129 -2.102 -0.8 -1.7 -0.9 -0.610
C 0.363 -0.179 -1.576 -3.1 -4.4 0.3 0.377
O 0.274 -1.765 -1.566 3.0 2.4 1.7 -0.615
C 1.280 0.483 -0.619 0.3 1.3 -0.4 0.120
C 2.354 1.233 -1.073 0.1 -0.1 0.1 -0.399
C 3.147 1.875 -0.112 -0.3 0.4 0.1 -0.327
C 2.791 1.819 1.224 0.1 0.0 -0.1 -0.396
C 1.659 1.061 1.570 0.1 0.2 -0.9 0.556
O 1.318 0.974 2.859 -0.3 0.1 0.4 -0.502
N 0.902 0.459 0.668 0.2 -0.8 0.1 -0.423
H 0.815 -1.980 -0.782 -0.3 -0.7 -0.4 0.329
H 2.516 1.386 -2.139 0.1 -0.3 0.3 0.406
H 3.994 2.487 -0.423 -0.2 -0.2 0.1 0.381
H 3.310 2.398 1.988 0.0 -0.3 -0.2 0.378
H 0.452 0.543 2.940 0.2 0.0 -0.2 0.358
```
Positions in Å, forces in eV/Å.

Its HOMO energy is -9.590 eV. The calculation puts the calculated total energy at -13392.542 eV. Its SMILES is [H]/N=C(\O)c1cccc(O)n1. As for the molecular weight: 138.1 g/mol. As for the gap between HOMO and LUMO: 9.90 eV.

=====

Entry 10:
The following is a DFT calculation (wB97M-V/def2-TZVPD) of 2 unconnected molecules or ions with the total composition C6H6N2O2.

```
16
Properties=species:S:1:pos:R:3:forces:R:3:mulliken_charge:R:1
O -3.230 -0.435 0.883 4.7 1.5 -4.1 -0.634
C -2.216 -0.167 0.073 -3.6 -2.5 2.7 0.546
C -1.400 -1.237 -0.608 -1.6 -1.4 1.7 -0.456
C -0.146 -0.854 -0.809 5.2 -0.1 1.2 0.044
N 0.282 0.456 -0.527 -1.3 -1.8 -1.3 -0.077
C -0.452 1.546 -0.160 -0.3 -2.6 -1.1 0.321
O 0.133 2.568 -0.032 -0.6 2.4 0.9 -0.557
N -1.804 1.168 -0.074 -2.6 1.6 4.1 -0.219
H -1.665 -2.363 -0.414 0.3 2.6 -0.8 0.303
H 0.972 -1.505 -0.855 -4.1 1.3 -0.4 0.169
H 1.238 0.659 -0.578 1.2 0.2 -0.2 0.215
H -2.415 1.654 0.766 2.0 -0.8 -3.0 0.340
C 3.024 -0.332 0.124 2.5 0.3 -7.3 -0.375
C 2.484 -0.446 1.146 -2.5 -0.2 5.3 -0.307
H 3.267 -0.274 -1.032 -0.2 -0.1 3.4 0.332
H 1.927 -0.439 2.098 0.8 -0.2 -1.1 0.354
```
Positions in Å, forces in eV/Å.

Its HOMO energy is -9.558 eV. The calculation puts the calculated total energy at -13390.394 eV. Its SMILES is O=c1cc[nH]c(=O)[nH]1.C#C. As for the molecular weight: 138.1 g/mol. As for the gap between HOMO and LUMO: 9.91 eV.

=====

Entry 11:
The following is a DFT calculation (wB97M-V/def2-TZVPD) of 2 unconnected molecules or ions with the total composition C6H6N2O2.

```
16
Properties=species:S:1:pos:R:3:forces:R:3:mulliken_charge:R:1
O 2.157 1.252 -0.956 -1.1 -1.5 0.6 -0.575
C 1.430 0.416 -0.437 -0.6 1.2 0.3 0.501
C 1.741 -0.443 0.753 -1.1 -0.8 -2.1 -0.659
C 0.895 -1.501 0.947 -0.4 2.8 -0.3 -0.085
N -0.416 -1.477 0.460 0.2 -2.2 -0.3 -0.106
C -0.898 -0.608 -0.595 2.0 -2.8 1.3 0.089
O -1.955 -0.848 -1.110 -0.9 0.5 -0.4 -0.615
N 0.035 0.273 -0.960 2.3 1.7 -1.3 0.054
H 2.730 -0.446 1.182 0.0 0.2 -0.1 0.395
H 1.229 -2.240 1.640 -0.5 -0.8 0.3 0.387
H -0.876 -2.428 0.437 0.4 1.9 0.1 0.278
H -0.170 0.879 -1.796 0.3 -0.9 1.4 0.258
C -1.991 1.471 0.699 1.5 -0.5 -1.7 -0.338
C -1.043 1.764 1.442 -2.8 -1.1 -1.9 -0.290
H -2.463 0.986 -0.385 0.9 1.9 4.1 0.300
H -0.203 1.847 2.098 -0.2 0.3 0.1 0.406
```
Positions in Å, forces in eV/Å.

Its HOMO energy is -9.636 eV. The calculation puts the calculated total energy at -13391.549 eV. Its SMILES is O=c1cc[nH]c(=O)[nH]1.C#C. As for the molecular weight: 138.1 g/mol. As for the gap between HOMO and LUMO: 9.95 eV.

=====

Entry 12:
The following is a DFT calculation (wB97M-V/def2-TZVPD) of a single C6H6N2O2 molecule.

```
16
Properties=species:S:1:pos:R:3:forces:R:3:mulliken_charge:R:1
N 2.762 -1.395 0.227 -16.9 -3.0 4.5 -0.471
C 1.733 -0.431 0.018 3.3 -0.7 1.4 0.921
C 2.046 0.888 -0.015 -9.5 0.3 -0.9 -0.706
N 1.097 1.862 -0.215 -1.0 -1.6 0.9 -0.583
C -0.238 1.459 -0.142 4.2 2.8 -1.5 -0.464
C -0.491 0.148 -0.061 -6.5 0.7 1.2 0.384
C -2.026 -0.173 0.104 4.3 -2.0 -2.3 0.324
O -2.837 0.489 0.602 -2.2 2.1 1.6 -0.479
O -2.307 -1.343 -0.515 15.5 1.8 -0.9 -0.339
C 0.443 -0.754 0.079 1.7 -0.1 -0.5 -0.617
H 3.499 -1.150 0.009 16.6 5.1 -4.8 0.146
H 2.551 -2.348 0.178 -0.3 -1.2 -0.2 0.158
H 2.913 1.183 -0.096 8.9 3.1 -0.4 0.605
H -0.953 2.230 -0.407 -0.1 -0.2 0.5 0.402
H -3.096 -1.433 -0.464 -15.9 -2.2 0.9 0.219
H 0.429 -1.737 0.106 -2.0 -4.8 0.4 0.499
```
Positions in Å, forces in eV/Å.

Its HOMO energy is -8.882 eV. The calculation puts the calculated total energy at -13390.370 eV. Its SMILES is Nc1cncc(C(=O)O)c1. As for the molecular weight: 138.1 g/mol. As for the gap between HOMO and LUMO: 9.60 eV.

=====

> Which of these has the lowest HOMO energy?

number 2